34
Properties=species:S:1:pos:R:3:forces:R:3:mulliken_charge:R:1 method="wB97M-V/def2-TZVPD" total_energy_ev=-322610.292 orbital_gap_ev="2.97 / 2.97" total_charge=+1
Tc -0.484006 1.051643 0.291721 0.8 -0.8 0.8 0.5353
S 1.717514 1.051436 0.091125 -0.5 0.1 -0.1 0.0280
C 2.330252 1.055087 1.727761 0.3 -0.1 0.0 0.5871
C 3.688884 0.875351 1.969701 -0.1 0.0 -0.1 -0.6943
C 4.158580 0.927164 3.269808 0.2 0.0 0.1 0.5463
C 5.565612 0.739785 3.520603 -0.2 0.0 0.0 -0.3509
N 6.685714 0.584559 3.717942 0.0 0.0 0.0 -0.3865
C 3.270053 1.166998 4.334381 0.1 0.0 0.2 0.5270
C 1.921942 1.351510 4.084210 -0.1 0.0 -0.1 -0.7361
C 1.456973 1.284223 2.772834 0.1 0.0 0.3 0.6149
S -0.240638 1.507122 2.430970 -0.3 0.0 -0.4 0.0239
C 3.746954 1.208499 5.692989 0.0 0.0 -0.1 -0.3379
N 4.106914 1.227538 6.782811 0.0 0.0 0.0 -0.3855
H 4.377710 0.700346 1.153538 0.0 0.0 0.0 0.5443
H 1.243786 1.548594 4.904243 0.0 0.0 0.0 0.5426
I -0.562433 -7.104416 -2.538349 0.0 -0.1 -0.1 0.1694
C -1.104645 -5.244071 -1.812102 0.0 0.0 0.0 -0.0416
C -0.116786 -4.316458 -1.501632 -0.1 0.1 0.0 -0.5588
C -0.481505 -3.074297 -1.012944 0.0 -0.1 0.0 -0.3656
C -1.828391 -2.764702 -0.839640 0.2 0.0 0.1 0.3739
C -2.813665 -3.698124 -1.157311 0.0 0.0 0.0 -0.6039
C -2.451757 -4.940155 -1.643054 0.0 0.1 0.0 -0.4180
C -2.271446 -1.476093 -0.302069 0.2 0.2 0.0 0.4120
O -3.366131 -1.090840 -0.088812 -0.1 0.1 0.1 -0.4538
O -1.159305 -0.597427 -0.002408 -0.1 0.0 0.0 -0.6376
H 0.926277 -4.563090 -1.638838 0.0 0.0 0.0 0.3932
H 0.283825 -2.351845 -0.766935 0.0 0.0 0.0 0.4013
H -3.854419 -3.438916 -1.017002 0.0 0.0 0.0 0.4450
H -3.210866 -5.669447 -1.887740 0.0 0.0 0.0 0.3938
Se -1.281000 5.966201 2.186334 0.5 -0.1 -1.0 -0.1324
Sb 0.139011 5.266944 0.296449 -0.7 0.2 0.0 0.8320
Se -1.094968 3.024782 -0.531236 -0.6 0.8 -0.6 0.0802
Se -0.301745 6.641501 -1.708723 0.0 -0.3 1.0 -0.1014
Se 2.369117 4.752705 0.754255 0.4 -0.1 0.1 -0.2458